A 2-piece molecular cluster, C2H5BrClN overall. Source: the Open Molecules 2025 dataset; level of theory: ωB97M-V with the def2-TZVPD basis set.

## Properties
energy relative to the best compared isomer or geometry (same formula, charge and spin)	82.7	kcal/mol
gap between HOMO and LUMO	0.346	Eh
lowest unoccupied orbital energy	0.68	eV
calculated total energy	-86206.862	eV

```
! RIJCOSX wB97M-V def2-TZVPD def2/J DEFGRID3
* xyz 0 1
C 0.7295 0.1713 -0.5183
C -0.8257 0.6095 0.8876
N 0.7253 -1.1492 -0.9400
Cl 1.3862 -2.0927 0.3392
Br -2.0367 1.6725 -0.1178
H 1.6517 0.5217 -0.0256
H 0.3167 0.7476 -1.4292
H -0.3630 1.1604 1.6979
H -1.3235 -0.3455 1.1840
H -0.2605 -1.2957 -1.0779
*
```

---

A single C19H25FN4O2S molecule. Source: the Open Molecules 2025 dataset; level of theory: ωB97M-V with the def2-TZVPD basis set.

## Properties
structure (SMILES)	CCS(=O)(=O)NC[C@H](c1cccnc1)N1CCN(c2ccc(F)cc2)CC1
energy relative to the best compared isomer or geometry (same formula, charge and spin)	33.8	kcal/mol
gap between HOMO and LUMO	0.286	Eh
lowest unoccupied orbital energy	0.46	eV
calculated total energy	-43716.124	eV

```
! RIJCOSX wB97M-V def2-TZVPD def2/J DEFGRID3
* xyz 0 1
C -2.7694 -3.7574 -0.1896
C -1.2910 -3.6408 -0.4867
S -0.7934 -1.9704 -0.0013
O -0.9532 -1.8457 1.4188
O -1.4468 -1.0361 -0.8695
N 0.8376 -1.9678 -0.3352
C 1.4184 -1.1526 -1.3711
C 2.0776 0.2156 -1.0035
C 3.3360 0.0552 -0.1816
C 4.5248 0.6039 -0.6581
C 5.6952 0.4637 0.0670
C 5.6435 -0.2355 1.2624
N 4.5269 -0.7585 1.7346
C 3.4129 -0.6126 1.0396
N 1.2244 1.2689 -0.4710
C 0.1632 1.6467 -1.3968
C -0.5519 2.8986 -0.8835
N -1.1422 2.6298 0.4144
C -2.3019 1.8537 0.4588
C -2.5455 0.9184 1.4706
C -3.7078 0.1744 1.5001
C -4.6584 0.3633 0.5190
F -5.7905 -0.3888 0.5267
C -4.4792 1.3105 -0.4691
C -3.3140 2.0488 -0.4894
C -0.0571 2.3238 1.3231
C 0.7163 1.0758 0.8806
H -3.1554 -4.7350 -0.4704
H -2.9377 -3.5994 0.8728
H -3.3108 -2.9892 -0.7366
H -0.6896 -4.3308 0.0963
H -1.0661 -3.7333 -1.5443
H 1.4118 -2.1544 0.4681
H 0.6019 -0.9609 -2.0689
H 2.1838 -1.7470 -1.8863
H 2.4022 0.6030 -1.9822
H 4.5294 1.1415 -1.5959
H 6.6229 0.8847 -0.2882
H 6.5252 -0.3843 1.8712
H 2.5430 -1.0539 1.5080
H 0.6177 1.8522 -2.3702
H -0.5917 0.8562 -1.5093
H -1.3046 3.2093 -1.6044
H 0.1653 3.7151 -0.7605
H -1.8201 0.7235 2.2411
H -3.8621 -0.5641 2.2705
H -5.2424 1.4615 -1.2168
H -3.2018 2.7908 -1.2635
H -0.4319 2.1977 2.3379
H 0.6190 3.1846 1.3172
H 1.5662 0.9406 1.5521
H 0.0518 0.2067 0.9530
*
```

---

A single C4H5N3 molecule. Source: the Open Molecules 2025 dataset; level of theory: ωB97M-V with the def2-TZVPD basis set.

## Properties
structure (SMILES)	[H]/N=C\c1cn[nH]c1
energy relative to the best compared isomer or geometry (same formula, charge and spin)	42.2	kcal/mol
gap between HOMO and LUMO	0.379	Eh
lowest unoccupied orbital energy	0.86	eV
calculated total energy	-8697.982	eV

```
! RIJCOSX wB97M-V def2-TZVPD def2/J DEFGRID3
* xyz 0 1
H -2.0946 -1.2306 0.3457
N -2.4726 -0.3150 0.0397
C -1.6037 0.6360 -0.0933
C -0.1976 0.3212 0.0417
C 0.9502 1.1810 0.0275
N 2.0931 0.5199 0.0617
N 1.7056 -0.7626 -0.0790
C 0.3636 -0.8858 -0.0286
H -2.0027 1.6501 -0.3222
H 0.9453 2.2262 0.0912
H 2.3996 -1.4518 -0.0987
H -0.0862 -1.8885 0.0143
*
```

---

A 8-piece molecular cluster, C15H37NO13P2 overall. Source: the Open Molecules 2025 dataset; level of theory: ωB97M-V with the def2-TZVPD basis set.

## Properties
structure (SMILES)	O=C1OC[C@@](PP(=O)(O)O)(c2cccnc2)O1.CO.CO.CO.CO.CO.CO.CO
energy relative to the best compared isomer or geometry (same formula, charge and spin)	126.7	kcal/mol
gap between HOMO and LUMO	0.360	Eh
lowest unoccupied orbital energy	0.16	eV
calculated total energy	-62838.517	eV

```
! RIJCOSX wB97M-V def2-TZVPD def2/J DEFGRID3
* xyz 0 1
O 2.7351 2.9265 1.8912
C 2.1638 2.7164 0.8575
O 2.3905 3.3113 -0.3356
C 2.0587 2.3948 -1.3718
C 1.5007 1.1853 -0.5646
P -0.1142 0.6924 -1.4259
P -1.2336 -0.6478 -0.1626
O -2.5655 -0.7476 -0.7597
O -1.3094 -0.1082 1.3347
O -0.5627 -2.0908 -0.1356
C 2.4323 0.0202 -0.4249
C 2.7848 -0.4394 0.8128
C 3.6035 -1.5302 0.8395
C 4.0202 -2.0784 -0.3234
N 3.7382 -1.6395 -1.5431
C 2.9387 -0.5879 -1.5275
O 1.1432 1.7876 0.6523
H 1.2700 2.8345 -1.9667
H 2.8754 2.0703 -1.9995
H 0.2676 -0.1493 -2.4880
H -1.3824 0.8571 1.2973
H -1.1877 -2.6965 0.2801
H 2.4357 0.0043 1.7234
H 3.9128 -1.9541 1.7676
H 4.6435 -2.9540 -0.2705
H 2.6652 -0.1892 -2.4950
C -4.0009 -0.1280 -4.3393
O -2.6387 0.2859 -4.3765
H -4.3739 -0.1295 -5.3606
H -4.0897 -1.1358 -3.9255
H -4.5977 0.5648 -3.7410
H -2.3215 0.2835 -3.4714
C -3.4791 -0.4314 4.7311
O -3.2212 -0.9407 3.4303
H -4.5046 -0.6821 4.9908
H -2.8070 -0.8796 5.4693
H -3.3644 0.6554 4.7505
H -2.3164 -0.7158 3.1983
C 1.2956 -4.3749 2.3723
O 2.6414 -3.9362 2.5467
H 1.1026 -4.4294 1.3041
H 1.1489 -5.3642 2.8125
H 0.5943 -3.6682 2.8240
H 2.8114 -3.8888 3.4905
C -6.5906 0.9404 -1.5200
O -5.2845 1.1746 -1.0107
H -7.0322 1.9040 -1.7622
H -6.5537 0.3298 -2.4275
H -7.2169 0.4409 -0.7754
H -4.8881 0.3220 -0.8009
C 5.2219 -5.0784 -3.4077
O 5.1424 -4.7886 -2.0159
H 6.2041 -4.7696 -3.7545
H 5.1011 -6.1496 -3.5905
H 4.4595 -4.5258 -3.9627
H 4.2732 -5.0611 -1.7139
C 0.1501 6.0450 -2.1966
O 1.4018 6.1868 -1.5311
H -0.1997 7.0389 -2.4611
H 0.2573 5.4545 -3.1114
H -0.5893 5.5728 -1.5433
H 1.7078 5.3077 -1.2983
C -0.9717 2.6732 5.0577
O -0.7348 2.1402 3.7550
H -1.9969 2.4424 5.3308
H -0.2982 2.2207 5.7896
H -0.8387 3.7573 5.0626
H 0.1728 2.3489 3.5198
*
```

---

A 2-piece molecular cluster, C3H3F6N overall. Source: the Open Molecules 2025 dataset; level of theory: ωB97M-V with the def2-TZVPD basis set.

## Properties
energy relative to the best compared isomer or geometry (same formula, charge and spin)	50.0	kcal/mol
gap between HOMO and LUMO	0.371	Eh
lowest unoccupied orbital energy	0.48	eV
calculated total energy	-20952.876	eV

```
! RIJCOSX wB97M-V def2-TZVPD def2/J DEFGRID3
* xyz 0 1
C -1.6160 0.4993 1.2203
C 2.2149 -0.5145 -0.5339
C -1.5677 -0.6226 0.2132
N -1.2421 1.6005 0.6334
F 2.3098 -0.6624 0.8229
F 2.1750 0.7889 -0.7602
F 3.3270 -0.9710 -1.0265
F -2.8546 -0.7810 -0.2890
F -0.7857 -0.3686 -0.8461
F -1.2032 -1.8107 0.7092
H 1.2768 -0.9681 -1.0834
H -0.9287 1.4479 -0.3537
H -1.1056 2.3621 1.2937
*
```

---

A single C9H9N5O3 molecule. Source: the Open Molecules 2025 dataset; level of theory: ωB97M-V with the def2-TZVPD basis set.

## Properties
structure (SMILES)	CN1N=Nc2ccc([N+](=O)[O-])cc2N(C)C1=O
energy relative to the best compared isomer or geometry (same formula, charge and spin)	130.0	kcal/mol
gap between HOMO and LUMO	0.288	Eh
lowest unoccupied orbital energy	-1.39	eV
calculated total energy	-23066.850	eV

```
! RIJCOSX wB97M-V def2-TZVPD def2/J DEFGRID3
* xyz 0 1
C -3.7085 -1.3028 0.1710
N -2.3329 -0.8845 0.5437
N -1.6467 -1.7920 1.2724
N -0.3678 -1.9712 1.1841
C 0.5386 -1.1765 0.4511
C 1.6774 -1.8681 0.0349
C 2.6966 -1.2296 -0.6728
C 2.6063 0.1162 -1.0064
N 3.6141 0.7849 -1.7248
O 4.7905 0.4349 -1.5451
O 3.2415 1.6479 -2.5722
C 1.4446 0.7879 -0.5622
C 0.4110 0.2009 0.1689
N -0.6993 0.9649 0.6040
C -0.4776 2.4066 0.8987
C -2.0242 0.4648 0.6147
O -2.9547 1.2735 0.5950
H -4.3396 -1.2860 1.0371
H -4.1322 -0.6346 -0.6093
H -3.7386 -2.3237 -0.1655
H 1.8513 -2.9210 0.2989
H 3.5154 -1.8339 -1.0313
H 1.3342 1.8193 -0.9214
H -1.1235 2.7195 1.7663
H -0.7239 2.9737 0.0164
H 0.5479 2.6287 1.1538
*
```